{
  "formula": "CH2O3S2",
  "method": "ωB97M-V with the def2-TZVPD basis set",
  "largest_force_ev_per_a": 2.3,
  "orbital_gap_ev": 9.7,
  "e_lumo_ev": -0.76,
  "e_above_lowest_ev": 0.044,
  "species": ["C", "O", "O", "O", "S", "S", "H", "H"],
  "coordinates": [[-0.632, -0.880, -0.073], [1.698, 2.389, 1.155], [0.548, 2.218, -0.975], [-0.716, -0.022, 0.791], [-1.014, -2.581, 0.320], [0.481, 2.586, 0.422], [-0.153, -0.534, -1.031], [-0.211, -3.176, -0.609]]
}



{
  "formula": "C57H54CoN5O4SeTe",
  "method": "ωB97M-V with the def2-TZVPD basis set",
  "largest_force_ev_per_a": 2.6,
  "orbital_gap_ev": [4.5, 4.5],
  "spin_multiplicity": 4,
  "charge": -1,
  "e_lumo_ev": [1.11, 1.11],
  "s_squared": 3.763,
  "species": ["Co", "Se", "N", "C", "C", "C", "C", "C", "N", "C", "C", "N", "C", "C", "C", "C", "C", "N", "H", "H", "H", "H", "H", "H", "C", "C", "C", "O", "C", "C", "O", "C", "O", "C", "C", "C", "C", "C", "C", "C", "C", "C", "C", "C", "C", "C", "O", "C", "C", "C", "C", "C", "C", "C", "C", "C", "C", "C", "C", "H", "H", "H", "H", "H", "H", "H", "H", "H", "H", "H", "H", "H", "H", "H", "H", "H", "H", "H", "H", "H", "H", "H", "H", "H", "H", "H", "H", "C", "C", "C", "C", "C", "N", "H", "H", "H", "H", "H", "H", "H", "H", "H", "C", "C", "C", "C", "C", "C", "Te", "C", "C", "C", "H", "H", "H", "H", "H", "H", "H", "H", "H", "H", "H"],
  "coordinates": [[-0.001, -0.094, 0.664], [-2.671, 3.938, 6.544], [-2.340, 2.201, 6.314], [-1.849, 2.067, 5.121], [-1.435, 0.779, 4.568], [-1.551, -0.414, 5.278], [-1.110, -1.577, 4.700], [-0.553, -1.513, 3.432], [-0.451, -0.393, 2.736], [-0.905, 0.746, 3.287], [-0.826, 1.984, 2.462], [-0.421, 1.835, 1.201], [-0.357, 2.900, 0.422], [-0.639, 4.181, 0.875], [-1.059, 4.344, 2.170], [-1.184, 3.217, 2.981], [-1.706, 3.276, 4.342], [-2.085, 4.377, 4.919], [-1.977, -0.399, 6.272], [-1.170, -2.525, 5.214], [-0.164, -2.406, 2.961], [-0.073, 2.697, -0.600], [-0.550, 5.018, 0.198], [-1.319, 5.314, 2.571], [-3.363, 0.720, -5.172], [-2.632, -0.362, -4.385], [-2.697, -1.699, -5.120], [-3.213, -0.477, -3.107], [-2.181, -0.527, -2.107], [-1.070, 0.313, -2.788], [-1.285, 0.007, -4.178], [0.445, 0.170, -2.451], [0.663, 0.508, -1.150], [1.141, 1.220, -3.368], [1.337, 1.002, -4.730], [1.946, 1.957, -5.525], [2.381, 3.156, -4.973], [2.202, 3.377, -3.618], [1.591, 2.414, -2.825], [1.128, -1.157, -2.828], [0.547, -2.227, -3.493], [1.318, -3.292, -3.951], [2.684, -3.316, -3.730], [3.270, -2.270, -3.024], [2.502, -1.208, -2.585], [-2.779, -0.145, -0.728], [-1.926, -0.498, 0.259], [-4.092, -0.974, -0.550], [-4.121, -1.926, 0.457], [-5.280, -2.638, 0.741], [-6.435, -2.407, 0.015], [-6.417, -1.454, -0.997], [-5.262, -0.740, -1.269], [-3.232, 1.318, -0.571], [-3.525, 1.727, 0.731], [-4.030, 2.986, 0.995], [-4.246, 3.883, -0.045], [-3.979, 3.483, -1.343], [-3.494, 2.205, -1.604], [-4.438, 0.542, -5.132], [-3.034, 0.708, -6.210], [-3.145, 1.699, -4.750], [-3.720, -1.889, -5.446], [-2.397, -2.508, -4.459], [-2.038, -1.680, -5.987], [-1.830, -1.558, -1.971], [-1.274, 1.379, -2.619], [1.003, 0.074, -5.175], [2.087, 1.764, -6.581], [2.865, 3.901, -5.593], [2.545, 4.300, -3.168], [1.492, 2.573, -1.763], [-0.506, -2.225, -3.692], [0.843, -4.098, -4.500], [3.286, -4.137, -4.099], [4.335, -2.272, -2.832], [2.969, -0.380, -2.064], [-3.210, -2.077, 1.022], [-5.281, -3.364, 1.545], [-7.343, -2.953, 0.238], [-7.317, -1.255, -1.565], [-5.275, 0.012, -2.043], [-3.358, 1.018, 1.533], [-4.259, 3.270, 2.016], [-4.632, 4.875, 0.155], [-4.152, 4.164, -2.167], [-3.351, 1.899, -2.628], [0.732, -5.056, 1.861], [1.065, -4.524, 0.462], [0.241, -5.267, -0.593], [2.566, -4.652, 0.187], [0.712, -3.098, 0.417], [0.464, -1.972, 0.407], [0.967, -6.120, 1.905], [-0.329, -4.927, 2.086], [1.318, -4.542, 2.624], [0.514, -6.322, -0.583], [0.434, -4.861, -1.584], [-0.825, -5.176, -0.384], [2.838, -5.709, 0.170], [3.147, -4.152, 0.961], [2.820, -4.208, -0.773], [7.543, 1.660, 5.215], [6.368, 1.448, 4.293], [5.566, 2.504, 3.892], [4.507, 2.332, 3.003], [3.678, 3.531, 2.643], [4.233, 1.054, 2.467], [2.838, 0.844, 0.836], [5.004, -0.031, 2.931], [4.751, -1.448, 2.492], [6.053, 0.185, 3.821], [7.633, 2.709, 5.498], [8.477, 1.359, 4.735], [7.442, 1.070, 6.129], [5.778, 3.500, 4.272], [4.027, 4.420, 3.180], [2.628, 3.363, 2.889], [3.721, 3.725, 1.574], [3.793, -1.530, 1.986], [4.757, -2.121, 3.357], [5.524, -1.788, 1.798], [6.650, -0.664, 4.144]]
}



Electronic energy readings, ordered: -28881.40288, -185896.03333 eV